1.
Computed, not measured: a cluster of 2 separate species, C12H23N2O3 in total, with wB97M-V/def2-TZVPD.

Gap between HOMO and LUMO   7.48 eV
Relative energy (zero: lowest compared OMol25 entry of this formula, charge and spin)   0.0000 eV
Energy   -21933.2013 eV
Multiplicity   1
F_max   0.86 eV/A
HOMO level   -11.391 eV
Charge   +1

Geometry as XYZ:
```
40
Properties=species:S:1:pos:R:3:forces:R:3
C 2.4014 -2.5893 -1.5629 0.0 0.2 0.2
C 1.9810 -1.1290 -1.8308 0.1 -0.2 0.0
C 1.4982 -0.5133 -0.5437 0.2 0.1 0.1
O 2.1568 -0.4631 0.4463 -0.1 -0.2 0.1
O 0.1864 -0.0653 -0.5060 0.1 0.1 -0.3
C -0.1563 0.9421 -1.4729 -0.3 0.3 0.1
C -1.6825 0.9515 -1.5920 0.5 -0.2 0.0
C -2.2693 -0.4469 -1.4089 -0.7 0.1 -0.4
C -2.1253 -1.0630 -0.0769 0.3 -0.2 0.2
N -1.8726 -2.3176 -0.1385 -0.1 -0.1 -0.1
C -1.5395 -2.7978 -1.4895 0.7 0.3 -0.4
C -1.9016 -1.5941 -2.3939 -0.5 -0.3 0.6
H 3.3812 -2.6073 -1.0892 0.0 -0.1 0.0
H 2.4308 -3.1560 -2.4917 0.1 0.0 0.0
H 1.7103 -3.0763 -0.8688 0.0 0.0 -0.1
H 1.2309 -1.0791 -2.6173 0.0 0.0 0.0
H 2.8582 -0.5600 -2.1478 -0.1 0.0 -0.1
H 0.3458 0.7734 -2.4274 -0.1 -0.2 0.0
H 0.1796 1.9164 -1.1063 0.1 -0.1 0.0
H -1.9752 1.3273 -2.5745 0.0 0.0 0.1
H -2.1154 1.6195 -0.8440 0.0 0.0 0.0
H -3.3615 -0.3031 -1.4892 0.1 0.1 0.1
H -2.2623 -0.5633 0.8772 -0.1 0.0 -0.1
H -1.8118 -2.9324 0.6632 0.0 0.1 0.1
H -2.0083 -3.7469 -1.7389 -0.3 0.2 0.2
H -0.4594 -2.9771 -1.4930 -0.1 0.0 0.0
H -2.8112 -1.8177 -2.9488 0.3 -0.1 -0.3
H -1.0849 -1.3609 -3.0700 -0.1 0.1 0.0
C -0.2025 3.6028 3.2712 0.0 0.1 0.0
O -1.3278 3.5498 2.8095 0.0 0.0 0.0
N 0.6835 2.5913 3.1878 0.1 -0.1 0.0
C 2.0293 2.6732 3.7191 -0.1 -0.1 0.0
C 0.2356 1.3841 2.5246 0.0 0.0 0.1
H 0.1881 4.4917 3.7912 0.0 0.0 0.0
H 2.7673 2.5403 2.9262 0.0 0.0 0.0
H 2.1931 1.9076 4.4793 0.0 0.0 0.0
H 2.1784 3.6502 4.1736 0.0 0.0 0.0
H -0.0686 1.6151 1.5031 0.0 -0.1 0.0
H -0.6313 0.9772 3.0508 0.0 -0.1 0.0
H 1.0316 0.6460 2.4997 0.1 0.1 0.0
```
Positions in Å, forces in eV/Å.

Atomic partial charges in e from the Mulliken method, atoms 1 to 8: -1.40 -0.08 0.33 -0.52 -0.09 -0.72 -0.93 0.28

***

2.
Computed, not measured: a cluster of 3 separate species, C12H23NO9P in total at a distorted geometry, with wB97M-V/def2-TZVPD.

Gap between HOMO and LUMO   8.97 eV
Energy   -42019.0397 eV
Multiplicity   1
F_max   4.19 eV/A
HOMO level   -12.382 eV
Charge   +1

Geometry as XYZ:
```
46
Properties=species:S:1:pos:R:3:forces:R:3
O -1.5275 -2.1917 -0.8515 2.0 -0.5 1.6
P -0.4440 -2.9342 -0.1141 -3.3 -0.3 -2.6
O -1.1391 -3.7135 1.1627 2.1 0.9 -1.5
O 0.1878 -4.0642 -1.1780 -0.3 1.3 2.6
C 0.9645 -1.8159 0.3595 1.0 -0.2 0.1
C 0.7504 -0.3191 -0.1794 -0.3 -0.5 1.8
C 0.4685 0.3619 1.2135 -0.1 -0.6 -2.1
N 1.6322 -0.1954 1.9768 0.0 -0.3 -1.0
C 1.3731 -1.6836 1.8814 -1.0 0.2 0.8
H -0.4515 -4.1696 1.6692 -0.2 -0.4 0.2
H 0.7505 -3.5385 -1.7574 0.2 -0.2 -0.5
H 1.9004 -2.2006 -0.0950 -0.7 -0.1 -0.1
H -0.1319 -0.1339 -0.8047 0.5 -0.6 -0.1
H 1.7048 -0.0210 -0.6503 -0.6 0.3 0.1
H 0.3896 1.4509 1.1341 0.3 -0.3 0.6
H -0.4342 -0.1858 1.5386 0.2 1.0 0.4
H 2.4101 -0.0862 1.3194 0.5 0.8 0.8
H 1.8231 0.2115 2.8918 0.0 -0.1 0.0
H 0.5726 -1.8386 2.6271 0.1 -0.3 -0.6
H 2.2313 -2.2673 2.2449 -0.1 0.3 -0.6
C 0.0653 3.5908 4.9756 0.1 -0.5 -0.1
C 1.2736 4.0472 4.1893 -0.7 0.0 0.7
C 1.0533 5.3159 3.4088 0.0 0.4 0.1
O 1.9527 5.1546 2.3038 0.0 -0.5 0.0
C 2.1133 3.8310 2.1102 0.2 0.4 -0.2
O 2.6350 3.3390 1.1606 0.0 -0.4 -0.1
O 1.5963 3.1141 3.1400 0.1 0.0 -0.1
H 0.3025 2.6946 5.5516 0.0 0.1 0.1
H -0.2705 4.3649 5.6650 0.1 0.0 0.0
H -0.7574 3.3282 4.3074 0.0 0.2 0.0
H 2.1428 4.1287 4.8480 0.0 0.0 -0.1
H 1.3016 6.2078 3.9807 0.1 0.0 -0.2
H 0.0365 5.4133 3.0191 0.0 -0.1 0.1
C -3.2484 -1.4807 -3.7854 -0.4 0.1 -0.2
C -2.4421 -2.2681 -4.7904 -0.5 0.3 0.6
C -0.9617 -2.2586 -4.5252 0.4 -0.3 0.1
O -0.4130 -2.4085 -5.8349 -0.1 0.1 0.1
C -1.3253 -1.9044 -6.7098 -0.1 0.1 -0.4
O -1.1084 -1.6940 -7.8541 0.1 0.0 -0.1
O -2.5114 -1.6721 -6.0919 0.4 -0.2 0.0
H -4.3138 -1.5644 -4.0039 0.0 -0.1 0.0
H -3.0716 -1.8430 -2.7721 0.1 0.0 -0.1
H -3.0007 -0.4184 -3.8334 0.2 -0.1 0.0
H -2.8248 -3.2906 -4.8650 0.1 0.0 0.0
H -0.6489 -3.0795 -3.8802 0.0 -0.1 -0.2
H -0.6056 -1.3136 -4.1021 -0.2 0.0 0.0
```
Positions in Å, forces in eV/Å.

Atomic partial charges in e from the Mulliken method, atoms 1 to 8: -0.60 0.91 -0.52 -0.53 0.19 -0.94 -0.40 -0.09

***

3.
Computed, not measured: a cluster of 4 separate species, C12H24Br4O4 in total at a distorted geometry, with wB97M-V/def2-TZVPD.

Gap between HOMO and LUMO   10.70 eV
Energy   -301192.1614 eV
Multiplicity   1
SMILES   CCOC(C)=O.CCOC(C)=O.BrCCBr.BrCCBr
F_max   4.55 eV/A
HOMO level   -10.398 eV
Charge   0

Geometry as XYZ:
```
44
Properties=species:S:1:pos:R:3:forces:R:3
C -0.0754 6.4078 0.7951 -0.7 0.5 0.2
C -1.3487 6.2015 1.5983 -0.6 1.4 -1.0
O -1.4657 4.9251 2.1239 0.5 -1.6 3.2
C -1.4644 4.7451 3.5247 -1.5 2.1 0.5
C -1.7752 3.2762 3.8527 1.8 1.0 0.9
O -1.4158 5.6589 4.3858 0.3 -3.0 -3.4
H 0.0504 5.6240 0.0482 0.4 -0.3 0.4
H 0.7350 6.5856 1.5021 0.4 -0.4 -0.5
H -0.2143 7.3071 0.1951 0.1 0.3 0.2
H -1.4786 6.9694 2.3610 0.2 -0.1 0.1
H -2.2118 6.2718 0.9364 -0.1 0.3 -0.2
H -1.3461 3.2166 4.8529 -0.4 -0.3 0.3
H -1.1410 2.5980 3.2817 -0.6 0.0 -0.5
H -2.8356 3.0290 3.9031 0.2 0.2 -0.4
C -3.6334 -4.3882 -3.8843 0.1 0.4 -0.2
C -3.5096 -5.3727 -2.7391 0.4 -1.2 0.1
O -4.5075 -5.0771 -1.7736 -0.5 -0.1 2.0
C -4.4047 -5.3606 -0.4214 2.4 1.6 1.8
C -5.6984 -4.8476 0.2798 0.1 -1.0 -1.2
O -3.3884 -5.7206 0.2252 -3.3 0.6 -3.0
H -4.4866 -4.5539 -4.5420 -0.2 -0.2 0.3
H -2.7739 -4.3587 -4.5539 0.2 -0.3 0.2
H -3.7267 -3.3762 -3.4903 0.0 0.0 0.1
H -3.7177 -6.4065 -3.0151 0.0 0.0 -0.6
H -2.5229 -5.4452 -2.2816 0.1 0.6 0.1
H -5.8733 -3.7717 0.2788 1.0 0.2 0.1
H -5.7942 -5.2657 1.2818 0.0 0.1 -0.2
H -6.5077 -5.1363 -0.3909 -0.3 -0.5 0.3
Br 6.2081 0.4285 2.1006 0.8 0.1 0.3
C 7.9910 0.4845 1.1816 -1.1 -0.5 -0.1
C 8.3331 -0.9292 0.8404 0.2 -0.5 -0.1
Br 9.7637 -0.8501 -0.5279 -0.4 -0.2 0.4
H 8.8277 0.7906 1.8096 -0.7 1.0 0.0
H 7.6770 1.0853 0.3280 0.9 0.1 0.2
H 7.4971 -1.5380 0.4961 0.3 0.2 -0.3
H 8.7631 -1.3961 1.7265 0.0 -0.2 -0.3
Br 3.4090 0.1786 -3.1233 0.6 0.7 -0.1
C 1.5913 -0.3790 -2.7804 0.5 0.3 1.0
C 1.2236 -0.0322 -1.3268 0.3 -1.2 0.1
Br -0.6330 -0.5950 -1.0528 0.0 0.5 0.0
H 1.7956 -1.4346 -2.9592 -1.3 0.0 0.1
H 0.9198 0.1307 -3.4714 0.2 -0.4 -0.1
H 1.4462 0.9803 -0.9903 -0.6 0.2 -0.6
H 1.7191 -0.6592 -0.5855 0.3 -0.1 -0.4
```
Positions in Å, forces in eV/Å.

Atomic partial charges in e from the Mulliken method, atoms 1 to 8: -1.07 -0.30 -0.28 0.69 -0.96 -0.56 0.29 0.29

***

4.
Computed, not measured: a structure of composition C12H24Br8O4Sr4 at a distorted geometry, with wB97M-V/def2-TZVPD.

Gap between HOMO and LUMO   3.19 eV
Relative energy (zero: lowest compared OMol25 entry of this formula, charge and spin)   0.0000 eV
Energy   -584669.0606 eV
Multiplicity   1
F_max   3.58 eV/A
HOMO level   -17.528 eV
Charge   +4

Geometry as XYZ:
```
52
Properties=species:S:1:pos:R:3:forces:R:3
Sr -4.6686 -0.1429 -3.1260 1.7 -0.8 -0.7
Sr -2.1359 2.9321 2.6171 2.3 0.7 -0.7
Sr -2.4978 2.8217 -1.3117 3.1 1.8 -0.2
Sr -4.0271 -0.5072 0.8989 2.0 0.1 0.7
O -2.8065 0.2036 -1.3014 -2.2 0.3 0.0
C -1.4640 -0.1801 -0.9152 0.4 -0.7 0.1
C -0.9360 0.4184 0.4032 0.5 2.2 0.7
O -1.7318 0.6451 1.5916 -2.5 -0.6 -1.3
H -0.7307 0.1798 -1.6513 -0.3 0.0 -0.1
H -1.3666 -1.2742 -0.9396 -0.3 0.1 0.1
H -0.5817 1.4512 0.1594 0.1 -0.5 -0.2
H -0.0176 -0.1202 0.6633 -0.2 -0.2 0.0
O -0.3524 3.4303 -2.1631 -2.7 -1.1 0.7
C 0.4122 4.0366 -1.1847 1.2 -0.3 -0.6
C -0.3063 4.7741 -0.0697 -0.9 0.9 0.0
O -1.4374 4.1326 0.5929 -0.6 -2.3 0.4
H 1.0548 4.7943 -1.6777 -0.2 0.1 0.3
H 1.1709 3.3163 -0.8009 -0.4 0.1 0.3
H -0.8001 5.6748 -0.4560 0.6 0.1 -0.2
H 0.5007 5.0780 0.6083 -0.5 -0.1 0.4
Br -2.4151 -2.0035 -4.5783 -1.1 0.4 0.1
C -0.5566 -2.7632 -4.3944 0.4 -0.2 0.5
C 0.4149 -1.7230 -4.7840 -0.4 0.7 -0.7
Br 2.1210 -2.5186 -4.5684 0.5 -0.2 0.2
H -0.5823 -3.6162 -5.0548 -0.2 -0.3 0.0
H -0.4487 -3.0133 -3.3495 -0.3 -0.3 0.1
H 0.2765 -0.8362 -4.1760 0.4 0.2 0.1
H 0.3051 -1.4609 -5.8299 0.0 0.1 -0.1
Br 1.0168 3.1479 3.0968 -0.6 0.2 0.5
C 2.3726 2.3117 1.9779 -0.1 -0.8 -0.5
C 3.4091 3.3083 1.6318 0.2 1.0 0.3
Br 4.8453 2.3543 0.8580 0.6 -0.5 -0.5
H 1.8614 1.9426 1.0964 -0.1 -0.1 -0.1
H 2.8126 1.4885 2.5303 -0.3 0.0 0.4
H 3.8030 3.8059 2.5115 0.0 0.0 0.1
H 3.0758 4.0625 0.9297 -0.1 0.1 -0.1
Br 2.4647 0.5021 5.4082 0.1 0.0 0.0
C 2.2887 -1.3750 4.8694 0.0 0.7 0.5
C 1.7679 -1.3723 3.4759 -0.3 -0.5 0.0
Br 1.6231 -3.2220 2.8547 -0.1 0.0 -0.2
H 1.5754 -1.7661 5.5773 0.0 -0.4 0.1
H 3.2577 -1.8348 4.9852 0.2 -0.1 0.0
H 2.4239 -0.8584 2.7933 0.1 0.1 -0.2
H 0.7563 -0.9851 3.4659 0.0 0.2 -0.2
Br -2.8151 -3.0859 1.3269 0.0 -0.3 0.2
C -1.6430 -4.2743 0.2215 0.8 -0.5 0.0
C -2.2804 -4.5453 -1.1057 -0.8 0.4 0.1
Br -1.1550 -5.7355 -2.0613 0.4 -0.2 -0.3
H -1.5070 -5.1512 0.8550 -0.4 0.0 0.0
H -0.6662 -3.7994 0.1771 -0.1 0.4 -0.1
H -2.4327 -3.6183 -1.6690 0.2 -0.1 -0.1
H -3.2477 -5.0296 -1.0089 0.0 -0.1 0.1
```
Positions in Å, forces in eV/Å.

Atomic partial charges in e from the Mulliken method, atoms 1 to 8: 1.58 1.56 1.55 1.39 -0.72 -1.27 1.14 -0.86